Record 1
# C3H4OS

2 unconnected molecules or ions with the total composition C3H4OS (the ωB97M-V functional and the def2-TZVPD basis, the OMol25 dataset).

Summary:
orbital gap (alpha / beta): 0.3072 / 0.3138 Eh
relative energy (zero: lowest compared OMol25 entry of this formula, charge and spin): 5.7647 eV
calculated total energy: -16052.3450 eV

Atoms and positions in Å:
C 1.9489 0.1252 -0.3682
C 0.9686 0.7180 0.2219
C -1.2266 -0.5849 0.3872
O -3.6801 -0.3525 -0.1994
S -2.4215 0.4003 -0.0348
H 2.9345 0.5822 -0.4087
H 1.8604 -0.8289 -0.8618
H 0.7509 1.5889 0.7935
H -1.1349 -1.6483 0.4704

---

Record 2
# C45H41N2OP2ReSi

A molecular structure, C45H41N2OP2ReSi (the ωB97M-V functional and the def2-TZVPD basis, the OMol25 dataset).

Summary:
orbital gap (alpha / beta): 0.2624 / 0.2215 Eh
total charge: +3
calculated total energy: -80917.0134 eV
multiplicity: 4

Atoms and positions in Å:
Re 0.1834 -0.2377 -0.1578
C -2.9415 -2.5177 -0.9612
Si -1.6905 -1.7813 0.1429
C 0.9782 -1.9532 -1.0875
C 0.3957 -2.9906 -1.8193
C 1.1898 -3.7046 -2.7049
C 2.5364 -3.3798 -2.8709
C 3.1185 -2.3511 -2.1376
C 2.3387 -1.6633 -1.2174
P 2.7645 -0.3223 -0.0915
C 3.4188 -1.2114 1.3558
C 2.8265 -2.3963 1.7931
C 3.3511 -3.0746 2.8866
C 4.4660 -2.5748 3.5481
C 5.0472 -1.3873 3.1277
C 4.5219 -0.6994 2.0384
C 4.1335 0.6115 -0.7740
C 3.9769 1.9361 -1.1712
C 5.0427 2.6138 -1.7461
C 6.2522 1.9640 -1.9355
C 6.4115 0.6396 -1.5322
C 5.3582 -0.0413 -0.9419
C -1.9336 -2.3216 1.8319
C -2.6726 -3.4551 2.1884
C -2.8174 -3.7956 3.5226
C -2.2307 -3.0060 4.5058
C -1.5042 -1.8640 4.1703
C -1.3611 -1.5154 2.8358
P -0.4344 -0.0383 2.3318
C -1.5395 1.3444 2.0304
C -2.7865 1.2292 1.5707
C -3.4948 2.4032 0.9771
C -2.6201 4.2237 0.0539
C -1.1609 4.3160 0.5589
C -0.3496 2.9948 0.4948
C 0.4627 0.5008 3.8004
C 1.7768 0.1692 4.0793
C 2.3418 0.5468 5.2916
C 1.5929 1.2423 6.2253
C 0.2661 1.5662 5.9546
C -0.3018 1.2017 4.7466
H -2.9358 -3.6038 -0.8161
H -2.7981 -2.3106 -2.0226
H -3.9294 -2.1527 -0.6565
H -0.6605 -3.2417 -1.7446
H 0.7499 -4.5042 -3.2903
H 3.1380 -3.9390 -3.5782
H 4.1615 -2.0979 -2.2835
H 1.9696 -2.8065 1.2748
H 2.9042 -4.0093 3.2087
H 4.8868 -3.1183 4.3873
H 5.9175 -0.9946 3.6430
H 4.9767 0.2318 1.7228
H 3.0261 2.4433 -1.0332
H 4.9316 3.6518 -2.0362
H 7.0799 2.4899 -2.3952
H 7.3618 0.1393 -1.6677
H 5.4976 -1.0602 -0.6011
H -3.1182 -4.0904 1.4276
H -3.3789 -4.6812 3.7961
H -2.3316 -3.2822 5.5487
H -1.0588 -1.2658 4.9547
H -3.3035 0.2642 1.5839
H -4.5683 2.2447 0.9772
H -3.0076 5.0811 -0.4888
H -0.6093 5.2221 0.3253
H 0.7208 3.1553 0.4160
H 2.3549 -0.3836 3.3731
H 3.3726 0.2879 5.5051
H 2.0375 1.5345 7.1703
H -0.3267 2.1027 6.6863
H -1.3374 1.4576 4.5435
C 0.9253 1.2245 -4.4037
C 0.0539 0.9262 -3.2319
O 0.5342 0.3125 -2.2465
N -1.2142 1.3112 -3.2672
C -2.1471 1.0505 -2.1902
C -1.8908 1.9822 -1.0132
C -3.0040 2.8279 -0.5078
C -3.0963 3.8167 1.4844
C -1.6429 3.9493 2.0027
C -0.8043 2.6506 1.9614
N -0.7119 1.9730 -0.4935
H 1.4684 0.3220 -4.6787
H 1.6605 1.9767 -4.1138
H 0.3632 1.5893 -5.2614
H -1.5375 1.8208 -4.0730
H -2.0453 0.0100 -1.8816
H -3.1530 1.1823 -2.5746
H -3.8307 2.8621 -1.2104
H -3.8639 4.3588 2.0291
H -1.4934 4.6007 2.8592
H 0.0344 2.6846 2.6432

---

Record 3
# C43H37N7O6RuS2

A molecular structure, C43H37N7O6RuS2 (the ωB97M-V functional and the def2-TZVPD basis, the OMol25 dataset).

Summary:
orbital gap (alpha / beta): 0.1279 / 0.0918 Eh
total charge: +1
relative energy (zero: lowest compared OMol25 entry of this formula, charge and spin): 4.1811 eV
calculated total energy: -92150.3823 eV
multiplicity: 2

Atoms and positions in Å:
Ru -1.6005 -1.0762 0.7593
C -0.2711 -5.5747 0.8597
O -1.5911 -5.4829 0.3184
C -1.8293 -4.1794 0.1499
N -0.8528 -3.3672 0.3601
C 0.3350 -4.1708 0.6067
C 1.2298 -3.6899 1.7130
C 0.7403 -2.9471 2.7781
C 1.6011 -2.5312 3.7807
C 2.9450 -2.8594 3.7241
C 3.4332 -3.6017 2.6616
C 2.5800 -4.0098 1.6543
C -3.1264 -3.7018 -0.2890
C -4.2149 -4.5272 -0.5581
C -5.4067 -3.9492 -0.9687
C -5.4858 -2.5657 -1.0614
C -4.3597 -1.8114 -0.7545
N -3.1912 -2.3647 -0.4043
C -4.3676 -0.3579 -0.7412
N -3.3936 0.3244 -0.2572
C -3.7634 1.7291 -0.3045
C -5.1633 1.6940 -0.9947
O -5.4310 0.3066 -1.1894
C -2.7927 2.5930 -1.0735
C -1.9679 2.0525 -2.0508
C -1.1155 2.8740 -2.7681
C -1.0870 4.2358 -2.5218
C -1.9166 4.7796 -1.5549
C -2.7628 3.9608 -0.8291
H 0.2570 -6.3925 0.3733
H -0.3511 -5.7840 1.9318
H 0.9216 -4.1727 -0.3270
H -0.3166 -2.7033 2.8209
H 1.2257 -1.9421 4.6047
H 3.6113 -2.5399 4.5105
H 4.4790 -3.8581 2.6158
H 2.9570 -4.5938 0.8279
H -4.1048 -5.5952 -0.4649
H -6.2613 -4.5630 -1.2045
H -6.3934 -2.0681 -1.3593
H -3.8394 2.0969 0.7287
H -5.1484 2.1803 -1.9739
H -5.9675 2.1216 -0.3918
H -1.9827 0.9860 -2.2355
H -0.4781 2.4535 -3.5300
H -0.4279 4.8756 -3.0839
H -1.9085 5.8439 -1.3732
H -3.4110 4.3824 -0.0735
S -2.3922 -1.5623 5.3998
C -2.3651 -1.3576 3.8307
N -2.3544 -1.2175 2.6572
C 6.7135 -2.0033 -1.5037
C 5.2252 -1.9774 -1.4473
C 4.4592 -2.4640 -2.5027
C 3.0801 -2.4166 -2.4920
C 2.3407 -2.9675 -3.6737
C 2.4105 -1.8184 -1.3915
C 0.9733 -1.7015 -1.4531
O 0.2459 -1.0531 -0.6993
C 3.1836 -1.3259 -0.3087
C 2.5834 -0.6259 0.8671
C 4.5629 -1.4408 -0.3498
H 7.0591 -2.3209 -2.4820
H 7.1099 -2.6920 -0.7595
H 7.1191 -1.0154 -1.2926
H 4.9647 -2.8717 -3.3652
H 3.0448 -3.3183 -4.4223
H 1.7169 -2.2106 -4.1438
H 1.7082 -3.8056 -3.3828
H 0.4944 -2.2226 -2.2982
H 2.5384 0.4423 0.6484
H 3.2135 -0.7707 1.7405
H 1.5790 -0.9782 1.1056
H 5.1414 -1.0690 0.4842
O 2.7497 5.3098 -1.6262
S 2.7609 6.6647 -1.1511
O 2.2530 7.6672 -2.0476
O 3.7917 7.0219 -0.2130
C 1.3230 6.6510 0.1009
N 0.9164 7.7361 0.6809
C -0.0984 7.5675 1.5257
C -0.6548 6.3160 1.7704
C -0.0933 5.2214 1.1078
N 0.9113 5.4456 0.2472
C -0.4339 3.8076 1.2276
C -1.2517 3.2387 2.2048
C -1.4005 1.8616 2.2323
N -0.8270 1.0481 1.3459
C -0.0729 1.5936 0.3923
C 0.1754 2.9432 0.3149
H -0.4591 8.4627 2.0117
H -1.4807 6.2086 2.4545
H -1.7328 3.8410 2.9579
H -1.9888 1.3854 3.0061
H 0.3786 0.9174 -0.3184
H 0.8402 3.3443 -0.4313

---

Record 4
# C4H5N3

C4H5N3 in the gas phase (the ωB97M-V functional and the def2-TZVPD basis, the OMol25 dataset).

Summary:
structure (SMILES): Cc1ccnnn1
orbital gap: 0.3680 Eh
relative energy (zero: lowest compared OMol25 entry of this formula, charge and spin): 2.5571 eV
calculated total energy: -8697.2552 eV

Atoms and positions in Å:
C 1.8008 -0.3205 -0.0002
C 0.3249 -0.2611 -0.0880
C -0.3717 0.9097 -0.0639
C -1.7604 0.7644 0.0147
N -2.3643 -0.4255 -0.0142
N -1.6160 -1.5245 -0.0200
N -0.3205 -1.4812 -0.0311
H 2.3358 0.0927 -0.8564
H 2.1239 0.2660 0.8898
H 2.0897 -1.4082 0.1772
H 0.2073 1.7844 -0.0247
H -2.4495 1.6039 0.0169

---

Record 5
# C40H52BaCl5GeN6OPS

A molecular structure, C40H52BaCl5GeN6OPS (the ωB97M-V functional and the def2-TZVPD basis, the OMol25 dataset).

Summary:
orbital gap (alpha / beta): 0.1473 / 0.1728 Eh
total charge: -2
relative energy (zero: lowest compared OMol25 entry of this formula, charge and spin): 0.0000 eV
calculated total energy: -193259.7177 eV

Atoms and positions in Å:
Ba -18.9298 -11.8179 -3.9104
C -21.9656 -7.8688 -8.2177
C -22.8626 -8.1672 -7.0307
N -22.1046 -8.4345 -5.8251
C -21.0698 -9.3862 -5.7914
S -19.7998 -8.8839 -4.6922
N -21.2201 -10.4467 -6.5177
N -20.3204 -11.4964 -6.3255
C -20.4228 -12.4637 -7.2454
C -21.4360 -12.4466 -8.3528
C -19.5984 -13.5901 -7.1544
C -19.6648 -14.7088 -8.0465
C -18.9161 -15.8233 -7.8126
C -18.0331 -15.8533 -6.7032
C -17.9688 -14.7189 -5.9162
N -18.6815 -13.6213 -6.1105
H -22.5553 -7.6841 -9.1240
H -21.2984 -8.7174 -8.3867
H -21.3219 -7.0072 -8.0207
H -23.5040 -9.0306 -7.2652
H -23.5206 -7.3174 -6.8276
H -21.7386 -7.5842 -5.4066
H -22.1076 -11.5994 -8.1904
H -21.9915 -13.3870 -8.3502
H -20.9529 -12.3220 -9.3380
H -20.3576 -14.6891 -8.8785
H -18.9745 -16.6804 -8.4572
H -17.4179 -16.7094 -6.4628
H -17.2632 -14.6996 -5.0979
N -14.5341 -17.4836 -0.8865
C -14.2131 -16.6675 -1.9801
O -13.3673 -17.0556 -2.7752
C -14.8964 -15.4248 -2.1186
C -14.5840 -14.5675 -3.1861
C -15.1671 -13.3579 -3.3391
N -16.0926 -12.8969 -2.4168
C -16.5586 -13.7758 -1.4881
C -15.9955 -15.0099 -1.3281
H -13.7891 -18.1375 -0.7197
H -14.8532 -17.0173 -0.0516
H -13.8522 -14.8870 -3.9119
H -14.9640 -12.6650 -4.1433
H -17.3849 -13.4491 -0.8762
H -16.4710 -15.6845 -0.6104
Cl -20.3788 -15.3562 -3.3971
C -21.4413 -14.3347 -2.4190
C -21.0588 -13.0189 -2.3249
C -21.8464 -12.1977 -1.5741
Cl -21.4608 -10.4833 -1.5332
C -23.0068 -12.6313 -0.9446
Cl -24.0094 -11.5354 -0.0167
C -23.3596 -13.9749 -1.0806
Cl -24.7987 -14.5966 -0.3327
C -22.5816 -14.8261 -1.8450
Cl -23.0206 -16.5273 -2.0309
C -17.7234 -8.1962 -7.7675
C -16.9192 -9.4434 -8.1771
C -15.9726 -9.0855 -9.3248
C -17.9062 -10.4982 -8.6500
P -16.1188 -10.1989 -6.6336
C -14.9740 -11.4238 -7.4385
C -13.7657 -11.1631 -8.1206
C -13.0562 -12.1819 -8.7586
C -13.5380 -13.4828 -8.7324
C -14.6981 -13.7557 -8.0354
C -15.4124 -12.7383 -7.4018
C -15.0150 -8.9151 -5.8133
C -15.9311 -8.1972 -4.7968
C -13.9604 -9.6808 -5.0121
C -14.3084 -7.8432 -6.6543
H -18.3449 -7.8701 -8.6098
H -17.0405 -7.3610 -7.5221
H -18.3678 -8.4075 -6.8939
H -16.6037 -8.7099 -10.1513
H -15.4433 -9.9615 -9.7046
H -15.2568 -8.3067 -9.0665
H -18.4815 -10.1163 -9.5099
H -18.6056 -10.7644 -7.8654
H -17.3792 -11.4048 -8.9567
H -13.3446 -10.1718 -8.0934
H -12.1229 -11.9600 -9.2615
H -13.0043 -14.2798 -9.2061
H -15.0776 -14.7603 -8.0146
H -16.3320 -12.9532 -6.8826
H -16.3989 -8.9224 -4.1208
H -16.7413 -7.6636 -5.3011
H -15.3467 -7.5226 -4.1508
H -14.3983 -10.4186 -4.3316
H -13.3949 -8.9484 -4.4183
H -13.2591 -10.2036 -5.6630
H -15.0223 -7.1937 -7.1616
H -13.6380 -8.2214 -7.4175
H -13.7695 -7.1698 -5.9705
C -15.2898 -11.3655 0.6189
Ge -16.3906 -10.4732 -0.7601
C -18.1563 -10.1076 -0.0018
C -15.5538 -8.7137 -1.0228
C -16.5125 -11.4932 -2.4085
H -15.0789 -10.7082 1.4642
H -14.3651 -11.7202 0.1675
H -15.8167 -12.2167 1.0425
H -18.0897 -9.7135 1.0185
H -18.7912 -10.9820 -0.0054
H -18.6684 -9.3682 -0.5994
H -15.6533 -8.1195 -0.1014
H -15.9904 -8.1692 -1.8623
H -14.4975 -8.8501 -1.2186
H -15.8748 -11.0014 -3.1467

---

Record 6
# C5H12N2O2

2 unconnected molecules or ions with the total composition C5H12N2O2 (the ωB97M-V functional and the def2-TZVPD basis, the OMol25 dataset).

Summary:
structure (SMILES): [H]/N=C(\C)C(C)C.O=NO
orbital gap: 0.3811 Eh
relative energy (zero: lowest compared OMol25 entry of this formula, charge and spin): 5.3207 eV
calculated total energy: -12450.6618 eV

Atoms and positions in Å:
H -0.8775 2.5086 -0.1697
N -0.7812 1.6582 0.3879
C -0.0314 0.8107 -0.1623
C 0.4085 0.9068 -1.5971
C 0.5360 -0.2353 0.8054
C 0.1021 -1.5996 0.2120
C 2.0322 -0.2900 0.6362
H 1.0568 1.8320 -1.4101
H -0.3345 1.2271 -2.2583
H 1.0889 0.0574 -1.9325
H 0.3883 0.0181 1.8521
H 0.5076 -2.4466 0.7363
H 0.3411 -1.6169 -0.7861
H -0.9787 -1.5748 0.3260
H 2.5031 -1.1053 1.1968
H 2.6451 0.6611 0.8067
H 2.2294 -0.3659 -0.4274
O -3.2564 -1.2479 -0.4030
N -2.4957 -0.3862 -0.0481
O -2.9493 0.3704 0.9579
H -2.1344 0.8180 1.2774

---

Record 7
# C5H13NO

2 unconnected molecules or ions with the total composition C5H13NO (the ωB97M-V functional and the def2-TZVPD basis, the OMol25 dataset).

Summary:
structure (SMILES): CN1CCCC1.O
orbital gap: 0.3325 Eh
relative energy (zero: lowest compared OMol25 entry of this formula, charge and spin): 3.4189 eV
calculated total energy: -8930.5920 eV

Atoms and positions in Å:
C 0.6943 -2.7943 -0.9917
N -0.4794 -1.7389 -0.9526
C -0.5309 -1.1110 0.3887
C -1.2981 0.2076 0.1696
C -0.4938 0.6761 -1.0194
C -0.4820 -0.7369 -1.9454
H 0.3828 -3.7918 -0.3169
H 0.6153 -3.0326 -1.9750
H 1.7866 -2.2067 -0.7252
H 0.3002 -0.8644 0.9821
H -1.1012 -1.7901 1.0579
H -2.3772 0.0692 -0.1159
H -1.2992 0.9335 0.9946
H -0.9986 1.5474 -1.6641
H 0.4617 1.0683 -0.9888
H 0.4341 -0.7181 -2.5002
H -1.3080 -0.7306 -2.7266
O 1.7645 5.2291 4.4590
H 1.3668 4.5009 3.9208
H 2.5622 5.2833 3.9490

---

Record 8
# H12O5S

6 unconnected molecules or ions with the total composition H12O5S (the ωB97M-V functional and the def2-TZVPD basis, the OMol25 dataset).

Summary:
orbital gap (alpha / beta): 0.2468 / 0.0625 Eh
total charge: +1
relative energy (zero: lowest compared OMol25 entry of this formula, charge and spin): 2.0880 eV
calculated total energy: -21256.1106 eV
multiplicity: 2

Atoms and positions in Å:
S -2.7523 -5.5859 -1.0336
H -3.1775 -4.6355 -1.8475
H -3.6922 -5.4395 0.0994
H 0.8584 1.6518 1.7581
H 0.5533 3.0129 2.0437
O 1.2978 2.4881 1.6039
H 1.1023 2.4205 -2.2583
H 1.9207 1.0528 -2.5649
O 1.1253 1.4778 -2.1358
H -0.3427 -0.1483 -1.2290
H 0.4677 0.1968 0.1554
O -0.3357 -0.3089 -0.1964
H 2.4532 2.4983 -0.5464
H 3.2222 2.5452 0.8030
O 3.2871 2.6442 -0.1667
H -2.3901 -1.0742 1.1343
H -1.3995 -1.6773 2.2680
O -2.1980 -1.1187 2.1128

---

Record 9
# C7H10

2 unconnected molecules or ions with the total composition C7H10 (the ωB97M-V functional and the def2-TZVPD basis, the OMol25 dataset).

Summary:
orbital gap: 0.3184 Eh
relative energy (zero: lowest compared OMol25 entry of this formula, charge and spin): 6.6394 eV
calculated total energy: -7414.3954 eV

Atoms and positions in Å:
C -1.6771 -0.5095 -0.3476
C -2.5550 1.6097 -0.1998
C -0.3615 -0.4559 -0.1294
C 0.8105 -1.1984 -0.7673
C 1.6487 -0.7808 0.4475
C 1.7372 0.7005 0.4859
C 0.4731 0.0442 0.9932
H -2.0845 -1.0244 -1.2129
H -2.4154 -0.1116 0.3681
H -2.2460 1.7126 -1.2613
H -1.6491 1.9671 0.3388
H 0.6124 -2.2715 -0.8405
H 1.1724 -0.8312 -1.7343
H 2.3057 -1.4329 1.0126
H 1.7313 1.2740 -0.4398
H 2.3597 1.1208 1.2714
H 0.1375 0.1871 2.0155

---

Record 10
# C3H9N3O

C3H9N3O in the gas phase (the ωB97M-V functional and the def2-TZVPD basis, the OMol25 dataset).

Summary:
structure (SMILES): C/C=C(/N)N(N)O
orbital gap: 0.3070 Eh
relative energy (zero: lowest compared OMol25 entry of this formula, charge and spin): 6.1512 eV
calculated total energy: -9769.3880 eV

Atoms and positions in Å:
C 0.6783 -0.9869 2.1511
C 0.4044 -0.6561 0.7370
C 0.1525 -0.3104 -0.5319
N 0.0004 -1.2792 -1.5041
N -0.0969 1.0322 -0.8824
N -1.3451 1.5297 -0.4750
O 0.1671 1.3777 -2.1961
H 0.6345 -2.0627 2.3345
H 1.6543 -0.6197 2.4915
H -0.0972 -0.5232 2.7779
H 0.6555 0.3862 1.0388
H 0.6885 -2.0196 -1.4260
H 0.0491 -0.8063 -2.4085
H -1.9542 0.7297 -0.2660
H -1.2356 2.0122 0.4170
H -0.3556 2.1962 -2.2577